(1)
Formula: C25H32N11O2SSc
Source: OMol25
Level of theory: wB97M-V/def2-TZVPD

Orbital gap   0.266 Eh
Electronic energy   -2883.1954 hartree
Total charge   +2

Element x y z (Å)
Sc  -0.45486  0.07934  0.33234
C  -4.93779  0.91454  -0.41093
C  -4.87535  1.76933  -1.50108
C  -3.66266  2.34865  -1.83714
C  -2.54286  2.03873  -1.08266
N  -2.58925  1.15250  -0.08094
C  -3.76680  0.62928  0.26178
C  -1.22727  2.70250  -1.27426
C  -1.09779  3.84583  -2.03497
C  0.14513  4.44860  -2.12064
C  1.20546  3.90988  -1.42142
C  1.00117  2.76918  -0.66063
N  -0.19078  2.16609  -0.60494
C  2.05796  2.18775  0.20431
C  3.35257  2.67138  0.20559
C  4.26145  2.16714  1.12302
C  3.83613  1.20313  2.01367
C  2.53375  0.74154  1.92140
N  1.65618  1.20352  1.02482
H  -5.87154  0.47573  -0.08795
H  -5.76438  1.99752  -2.07517
H  -3.59739  3.03216  -2.67152
H  -3.75290  -0.04384  1.10647
H  -1.95242  4.28044  -2.53292
H  0.27790  5.34727  -2.70903
H  2.16984  4.39250  -1.44907
H  3.65765  3.44665  -0.48093
H  5.27696  2.54085  1.14771
H  4.49626  0.79526  2.76735
H  2.17667  -0.03795  2.57640
S  0.24169  -1.51641  2.28404
C  -0.57406  -0.24355  3.17427
C  -0.62411  -0.13830  4.56467
C  -1.29855  0.92831  5.12450
C  -1.90442  1.88208  4.30293
C  -1.80781  1.71905  2.94492
N  -1.16855  0.67346  2.39615
H  -0.14013  -0.89269  5.17025
H  -1.35574  1.02811  6.20162
H  -2.43419  2.73111  4.71263
H  -2.24607  2.42901  2.25510
N  -2.48626  -2.26974  1.07311
N  -3.02621  -2.86332  -0.07288
C  -2.69759  -2.38737  -1.28359
N  -3.23841  -2.96444  -2.34681
N  -1.80590  -1.37433  -1.28197
N  -1.52022  -0.76235  -2.45934
O  -0.67200  0.12962  -2.30936
O  -2.02478  -1.01998  -3.53085
H  -1.69818  -2.80251  1.43089
H  -3.20005  -2.21535  1.78996
H  -3.51774  -3.74235  -0.00633
H  -3.87286  -3.73968  -2.24929
H  -3.00755  -2.61396  -3.26414
C  4.22084  -1.73236  -0.75752
C  3.07827  -2.73276  -0.94555
C  2.84535  -3.00912  -2.42643
C  3.40011  -4.02839  -0.21248
N  1.80922  -2.25163  -0.33775
N  1.35445  -0.99339  -0.85493
H  5.14995  -2.14235  -1.15718
H  4.37944  -1.51848  0.30420
H  4.05321  -0.78881  -1.28783
H  3.70339  -3.53279  -2.85055
H  2.72028  -2.08907  -3.00602
H  1.96304  -3.63930  -2.56211
H  4.33454  -4.45090  -0.58406
H  2.60441  -4.76104  -0.35781
H  3.51774  -3.85415  0.86187
H  1.95190  -2.11058  0.65604
H  1.03684  -1.17221  -1.80065
H  2.13567  -0.34261  -0.95036

Forces on atoms 1 to 2 (eV/Å):
-0.0801 -0.0926 -0.0384
-0.0640 0.0448 -0.0065

=====

(2)
Formula: C25H32N2O3
Source: OMol25
Level of theory: wB97M-V/def2-TZVPD

Orbital gap   0.322 Eh
Electronic energy   -1307.0464 hartree

Element x y z (Å)
C  -6.54415  -0.38025  1.02601
H  -6.94568  0.31940  0.28521
O  -5.28271  -0.87015  0.64635
C  -4.26081  0.01488  0.50101
C  -4.35950  1.38424  0.68696
C  -3.25360  2.20045  0.51498
C  -2.03873  1.65894  0.13063
C  -1.92510  0.27861  -0.04861
C  -3.01523  -0.55559  0.14000
O  -3.04056  -1.91295  0.01450
C  -1.86776  -2.64930  -0.30048
C  -1.37834  -2.31919  -1.72547
C  0.10056  -2.62251  -1.94883
N  0.88480  -2.06495  -0.86658
C  0.60342  -2.81773  0.34143
C  -0.81356  -2.52000  0.81648
H  -1.07774  -3.20541  1.62370
H  -0.84243  -1.51438  1.23247
H  1.31238  -2.52034  1.11667
H  0.72439  -3.90294  0.16428
C  2.30538  -2.01053  -1.15744
C  3.05637  -1.16660  -0.15826
C  4.39491  -1.42073  0.09518
C  5.11726  -0.62763  0.97826
C  4.47514  0.42594  1.60944
C  3.13208  0.69683  1.37588
C  2.43406  -0.10674  0.48816
H  1.39047  0.08760  0.29890
C  2.45460  1.82662  2.08895
H  2.22417  1.53516  3.11415
H  1.52549  2.10521  1.60010
H  3.10391  2.69861  2.13126
H  5.02737  1.04884  2.29945
C  6.56854  -0.91206  1.22617
H  6.94546  -0.32023  2.05633
H  7.15515  -0.67325  0.33897
H  6.71956  -1.96675  1.45022
H  4.88716  -2.24530  -0.40238
H  2.42422  -1.55858  -2.15019
H  2.75462  -3.01919  -1.20299
H  0.41650  -2.17146  -2.89371
H  0.25144  -3.71535  -2.03056
H  -1.97596  -2.89008  -2.43865
H  -1.56182  -1.26600  -1.93233
H  -2.22992  -3.68491  -0.30280
H  -0.96143  -0.13431  -0.29784
C  -0.87834  2.57576  -0.04402
O  -0.74798  3.59950  0.60278
N  0.02541  2.18829  -0.98105
C  1.16891  2.97203  -1.31060
C  1.56804  3.14339  -2.74586
C  2.40643  2.30434  -1.82305
H  3.36347  2.68112  -1.49932
H  2.38847  1.23328  -1.95212
H  1.94506  4.10272  -3.06330
H  0.98432  2.63580  -3.49946
H  1.25646  3.81370  -0.63638
H  -0.15109  1.37366  -1.54680
H  -3.32687  3.26483  0.67249
H  -5.29853  1.82964  0.97351
H  -6.50974  0.10873  2.00521
H  -7.19222  -1.25342  1.08311

Forces on atoms 1 to 2 (eV/Å):
-0.2232 0.1155 0.0653
0.0255 -0.0193 0.0394

=====

(3)
Formula: C25H32N2O5S
Source: OMol25
Level of theory: wB97M-V/def2-TZVPD

Orbital gap   0.339 Eh
Electronic energy   -1855.7810 hartree

Element x y z (Å)
C  3.11833  5.80038  -3.86060
C  2.57007  4.43553  -3.58197
C  1.49319  4.27067  -2.71912
C  0.94331  3.02189  -2.45537
C  1.51094  1.92361  -3.09044
C  2.58100  2.06238  -3.95450
C  3.11253  3.31429  -4.20094
H  3.94785  3.42288  -4.87595
H  2.97745  1.17574  -4.42377
S  0.87174  0.27647  -2.82452
O  -0.54534  0.23579  -3.04494
O  1.67962  -0.65329  -3.56876
N  1.11087  0.10166  -1.15920
C  2.50508  -0.03352  -0.78920
C  3.01622  -1.47055  -0.95504
N  2.13001  -2.36575  -0.23570
C  2.53953  -2.89122  0.93714
O  3.69285  -2.82156  1.31696
C  1.49011  -3.61863  1.78122
H  2.00049  -4.01815  2.66291
O  0.49466  -2.70137  2.22166
C  -0.79521  -3.04713  2.06269
O  -1.14419  -4.08812  1.55710
C  -1.71738  -1.99503  2.53270
C  -3.08560  -2.18528  2.36759
C  -3.98287  -1.21478  2.76884
C  -3.54600  -0.02570  3.34467
C  -2.17133  0.14933  3.50995
C  -1.26624  -0.81281  3.11512
H  -0.20811  -0.65841  3.26031
H  -1.79425  1.05614  3.95791
C  -4.49609  1.07277  3.79093
C  -4.30930  1.31454  5.29570
H  -4.99702  2.08501  5.63709
H  -3.29764  1.63637  5.52570
H  -4.51142  0.40121  5.85110
C  -4.17124  2.35530  3.01119
H  -4.27269  2.18125  1.94206
H  -3.15799  2.69459  3.20696
H  -4.85726  3.14896  3.29856
C  -5.96522  0.72128  3.54238
H  -6.25357  -0.17081  4.09323
H  -6.15778  0.56665  2.48343
H  -6.59484  1.54147  3.88089
H  -5.03410  -1.40000  2.62366
H  -3.42961  -3.10466  1.91856
H  1.02012  -4.44075  1.22920
C  0.77751  -2.29511  -0.74160
H  0.81102  -2.49197  -1.81897
C  0.24491  -0.87272  -0.52682
H  0.19298  -0.64441  0.54296
H  -0.74304  -0.75838  -0.97307
H  0.12860  -3.03381  -0.27795
H  3.01354  -1.73820  -2.01452
H  4.01919  -1.57420  -0.53933
H  2.60637  0.27296  0.25765
H  3.07891  0.64934  -1.41772
C  -0.20700  2.86307  -1.51804
H  -0.94657  2.19484  -1.95150
H  -0.66301  3.82545  -1.29951
H  0.13292  2.41166  -0.58706
H  1.06757  5.14035  -2.23870
H  4.17527  5.75081  -4.10960
H  2.59337  6.24119  -4.70830
H  2.98426  6.45675  -3.00448

Forces on atoms 1 to 2 (eV/Å):
-0.0395 0.0070 -0.0411
0.0361 -0.1230 0.0005

=====

(4)
Formula: C25H32NO2Tc
Source: OMol25
Level of theory: wB97M-V/def2-TZVPD

Orbital gap (spin up / spin down)   0.257 / 0.253 Eh
Expectation value of S²   3.77
Electronic energy   -1257.5279 hartree
2S+1   4
Total charge   +1

Element x y z (Å)
C  1.85518  0.04007  0.76965
C  1.93516  -0.69906  -0.46702
C  1.66927  0.20678  -1.53792
H  2.25258  -1.72492  -0.59901
C  1.55191  1.52463  -0.97578
C  1.72766  1.43172  0.42202
H  1.38955  2.43308  -1.54940
C  -1.25554  -1.67448  1.28834
C  -0.01910  -2.12755  0.74010
C  -0.17360  -2.22819  -0.69318
H  0.83736  -2.46404  1.31091
C  -1.44977  -1.66799  -1.01180
C  -2.13552  -1.37902  0.21396
H  1.70797  -0.04284  -2.59722
H  1.80693  2.26519  1.11015
H  2.00465  -0.37020  1.76677
H  -3.15410  -1.00709  0.26875
H  0.48734  -2.68613  -1.41982
H  -1.48831  -1.59594  2.34415
Tc  -0.08795  -0.17112  -0.21103
C  -1.95236  -1.35443  -2.39387
C  -3.46586  -1.56586  -2.42949
C  -1.27588  -2.22585  -3.45491
H  -3.69818  -2.58848  -2.10651
H  -3.84374  -1.40390  -3.43955
H  -3.96942  -0.85974  -1.76368
H  -1.39531  -3.28557  -3.19922
H  -0.20676  -2.00785  -3.55202
H  -1.74869  -2.04392  -4.42550
C  -1.51136  0.13429  -2.61284
C  -2.09241  0.73308  -3.85620
H  -0.40490  0.15092  -2.67243
H  -1.81393  0.75136  -1.73366
O  -3.12103  0.25004  -4.31463
N  -1.50735  1.77896  -4.49746
C  -0.35168  2.56850  -4.11084
H  -2.04896  2.11049  -5.28513
C  0.95075  1.95026  -4.57431
C  2.14389  2.58486  -4.21938
H  2.08084  3.52392  -3.66406
C  3.37273  2.01782  -4.54952
H  4.29426  2.50788  -4.22522
C  3.41288  0.82944  -5.29257
H  4.37624  0.39039  -5.56576
C  2.22246  0.21297  -5.69606
H  2.23764  -0.70853  -6.28429
C  0.98758  0.78304  -5.34837
H  0.05599  0.32669  -5.68880
H  -0.32841  2.69533  -3.01601
H  -0.45379  3.57085  -4.55641
C  -0.56462  2.75500  2.70085
C  -1.09861  1.40824  2.27698
C  -2.54841  1.27365  2.67096
O  -0.99664  1.27380  0.84554
H  -1.15345  3.54037  2.21518
H  0.48277  2.88089  2.42471
H  -0.65578  2.86079  3.78764
H  -0.50606  0.61537  2.76883
H  -3.11238  2.08506  2.19845
H  -2.97083  0.32157  2.34547
H  -2.64770  1.35312  3.75874

Forces on atoms 1 to 2 (eV/Å):
0.9049 0.5395 -0.4697
1.6495 0.5230 -0.4417

=====

(5)
Formula: C25H33B4F3O5
Source: OMol25
Level of theory: wB97M-V/def2-TZVPD

Orbital gap   0.351 Eh
Electronic energy   -1747.9306 hartree

Element x y z (Å)
C  1.30968  -0.66240  -1.82765
C  0.14858  -0.05325  -2.69250
C  0.30375  1.51100  -2.60916
C  -0.43527  2.13892  -3.84399
C  -1.54652  3.17105  -3.48402
C  -2.49721  2.57385  -2.40039
C  -3.97502  3.07559  -2.47359
B  -4.83766  2.08482  -1.55069
O  -4.31693  1.71768  -0.26914
B  -4.18437  0.30400  -0.25224
O  -5.34469  -0.44505  -0.61547
B  -5.88624  0.08275  -1.81397
B  -6.35561  -0.87747  -3.10638
O  -5.38708  -1.59323  -3.84854
O  -7.71014  -0.96119  -3.48840
O  -6.06673  1.50162  -1.94291
H  1.11731  -0.29996  -0.79403
H  2.23879  -0.19020  -2.18396
H  1.36259  -1.76028  -1.87984
H  -0.83535  -0.35740  -2.28135
H  0.17705  -0.40082  -3.74074
H  -0.08137  1.85116  -1.63574
H  1.37673  1.77742  -2.64469
H  -0.90067  1.32899  -4.43394
H  0.31147  2.63618  -4.49074
H  -2.13381  3.33696  -4.41072
H  -1.14370  4.14507  -3.14914
H  -2.51971  1.46887  -2.54534
H  -2.02967  2.75162  -1.41751
H  -4.37079  3.15361  -3.50032
H  -3.98358  4.11089  -2.06787
H  -3.17520  -0.24056  0.05422
H  -5.05865  -1.06839  -4.57653
H  -8.22526  -0.49535  -2.83243
F  1.06089  1.29345  0.83622
C  0.50871  0.68710  1.90523
C  -0.59908  1.25554  2.50757
C  -1.17088  0.62572  3.60619
C  -0.62351  -0.55561  4.09406
C  0.49233  -1.11173  3.47992
C  1.06116  -0.49091  2.37481
H  -1.00627  2.18024  2.11791
H  -2.04207  1.05680  4.08228
H  -1.06669  -1.03899  4.94169
H  0.92073  -2.02982  3.86227
H  1.92547  -0.91381  1.87812
F  4.73552  -0.21439  -2.90847
C  4.87831  -1.43314  -3.45913
C  3.88630  -1.92146  -4.29021
C  4.03799  -3.17726  -4.86266
C  5.17232  -3.93316  -4.58941
C  6.15811  -3.43126  -3.74833
C  6.01475  -2.17102  -3.18258
H  3.00601  -1.32212  -4.48519
H  3.27207  -3.56658  -5.52069
H  5.28705  -4.91408  -5.03319
H  7.03931  -4.02144  -3.53271
H  6.77604  -1.76006  -2.53206
F  -0.20719  -0.94683  6.78834
C  0.93597  -0.65688  7.44427
C  1.99848  -0.11270  6.74508
C  3.17160  0.18892  7.42428
C  3.27179  -0.06532  8.78743
C  2.19701  -0.61632  9.47436
C  1.01845  -0.90996  8.80131
H  1.90382  0.07116  5.68268
H  4.00755  0.62178  6.89050
H  4.18898  0.16701  9.31384
H  2.27643  -0.81769  10.53474
H  0.16778  -1.33172  9.32121

Forces on atoms 1 to 2 (eV/Å):
-1.0375 0.6511 -0.2871
0.9287 0.3072 0.9734

=====

(6)
Formula: C25H33Cl3N3O8Ti
Source: OMol25
Level of theory: wB97M-V/def2-TZVPD

Orbital gap   0.285 Eh
Electronic energy   -3968.4604 hartree
Total charge   +1

Element x y z (Å)
Ti  -0.02029  -0.10205  -1.28553
C  -1.05592  -1.59051  -3.87634
C  0.08820  -0.79533  -4.44930
O  0.21049  0.43843  -3.72645
C  1.01903  1.35634  -4.49460
C  1.94029  2.18326  -3.65527
O  1.28346  2.96758  -2.68492
C  0.67744  4.16124  -3.14936
C  -0.74662  3.95573  -3.66922
O  -1.46841  2.95411  -2.98349
C  -1.97228  3.33475  -1.72311
C  -0.96135  3.24141  -0.61292
O  -0.39422  1.93389  -0.46164
C  -1.14941  0.93240  0.21531
C  -1.96835  -0.17761  -2.04216
O  -1.18295  -1.29932  -2.47056
H  -0.87584  -2.65391  -3.97302
H  -2.00446  -1.34737  -4.33694
H  -0.12836  -0.57798  -5.49338
H  1.03255  -1.33181  -4.39011
H  0.33803  1.97294  -5.07494
H  1.63184  0.78132  -5.19098
H  2.52771  2.80381  -4.34096
H  2.63925  1.53563  -3.12398
H  1.27883  4.61523  -3.94276
H  0.68994  4.85206  -2.30987
H  -0.74277  3.64797  -4.71142
H  -1.27362  4.91461  -3.61979
H  -2.81964  2.68392  -1.50929
H  -2.35305  4.36079  -1.75339
H  -1.45234  3.48842  0.32803
H  -0.12845  3.92561  -0.74837
H  -2.21087  1.14613  0.19702
H  -0.78529  0.75987  1.23053
H  -2.11280  0.54040  -2.84270
H  -2.87479  -0.49667  -1.55510
Cl  4.67704  0.43804  -1.77004
C  3.84693  -0.66344  -0.67458
Cl  4.25006  -2.33377  -1.05205
Cl  4.24427  -0.30501  0.99341
C  2.32110  -0.44455  -0.95176
O  1.64630  0.30850  -0.19802
O  1.77006  -1.00142  -1.93506
C  2.46602  0.63598  4.88585
C  1.27288  -0.29301  4.87536
C  0.07849  0.06632  4.26097
C  -1.02850  -0.77562  4.26418
C  -0.94263  -2.02528  4.85731
N  -2.03006  -2.94996  4.85188
C  -3.02617  -3.11194  3.91641
O  -4.10529  -3.59087  4.17863
N  -2.75293  -2.63574  2.62959
C  -1.54873  -2.71635  1.91855
C  -0.49538  -3.55189  2.25933
C  0.64639  -3.52988  1.48701
C  0.72655  -2.67719  0.41114
N  -0.27594  -1.85545  0.07557
C  -1.38948  -1.89977  0.81495
C  0.23958  -2.39988  5.48515
C  1.32450  -1.53764  5.50276
H  2.26995  1.53725  4.30281
H  3.35273  0.15033  4.46945
H  2.71929  0.94645  5.90204
H  -0.00107  1.03793  3.78218
H  -1.95570  -0.45507  3.80388
H  -2.23161  -3.44185  5.70702
H  -3.59854  -2.49558  2.10222
H  -0.57406  -4.21912  3.10833
H  1.48097  -4.18184  1.70859
H  1.59181  -2.68568  -0.22815
H  -2.18991  -1.23702  0.52224
H  0.30956  -3.37478  5.95833
H  2.23657  -1.84646  6.00550

Forces on atoms 1 to 2 (eV/Å):
-2.6828 0.9405 -0.4418
-0.0568 0.2593 0.3983

=====

no.,strongest force on any atom (eV/A)
1,0.4
2,0.5
3,1.2
4,1.9
5,2.4
6,2.9